68
Properties=species:S:1:pos:R:3:forces:R:3 method="wB97M-V/def2-TZVPD" fmax_ev_per_a=0.82 multiplicity=3 gap_ha="0.286 / 0.282" relative_energy_kj_mol=29.1
V -0.537097 -2.610557 0.943970 0.3 -0.7 -0.1
S -2.224980 -4.259223 0.357258 0.1 0.1 0.1
S -1.570586 -4.865960 2.236335 0.1 0.1 -0.2
S 0.508545 -4.993090 2.227865 -0.2 0.3 0.0
S 1.165413 -3.031884 2.530186 0.1 -0.3 0.1
S 1.110517 -4.257110 -3.061460 0.1 -0.2 -0.4
C 2.308921 -4.549889 -1.883603 0.1 0.0 0.0
C 1.906206 -4.050318 -0.694859 -0.2 0.3 0.3
N 0.665535 -3.441197 -0.707396 0.3 -0.5 -0.3
C 0.152832 -3.488424 -1.908478 -0.2 0.1 0.3
H 3.229778 -5.059112 -2.115039 0.0 0.0 0.0
H 2.461898 -4.063567 0.229191 0.0 0.0 0.0
H -0.813950 -3.076251 -2.158577 0.0 0.0 0.0
C -2.874836 0.477888 -0.704020 -0.1 -0.1 -0.1
C -2.201723 1.790449 -0.327025 0.2 -0.2 0.0
C -2.919138 2.440066 0.841047 -0.2 0.0 0.1
C -2.140009 2.730271 -1.520709 0.0 0.1 -0.1
O -0.861162 1.548711 0.128030 0.0 0.1 0.0
Si 0.248109 0.450265 -0.356478 -0.1 -0.3 0.1
O -0.120847 -1.023289 0.202833 -0.1 0.6 -0.2
O 0.254377 0.367634 -1.989526 0.0 0.1 -0.1
C 1.303163 0.302875 -2.966867 0.0 0.0 0.3
C 1.933422 1.679326 -3.107903 0.0 0.2 0.0
C 0.629300 -0.108968 -4.259244 -0.1 -0.1 -0.2
C 2.342855 -0.728292 -2.549155 0.1 -0.1 0.1
O 1.690992 0.898077 0.229538 0.1 0.1 -0.2
C 2.304326 1.889216 1.062625 -0.3 -0.1 -0.1
C 3.772278 1.907261 0.681958 0.2 -0.1 0.0
C 2.133069 1.458351 2.513469 -0.1 0.0 0.2
C 1.677448 3.256645 0.829472 0.0 0.1 -0.1
H -3.931977 0.655437 -0.912586 0.0 0.0 0.0
H -2.800085 -0.239768 0.115158 0.0 0.0 0.0
H -2.417155 0.035184 -1.594489 0.0 0.1 0.1
H -3.923853 2.755753 0.549703 0.0 0.0 0.0
H -2.363137 3.316333 1.181554 0.0 0.0 0.0
H -3.004844 1.737698 1.675745 0.0 0.1 -0.1
H -3.139362 2.897676 -1.929710 0.0 0.0 0.0
H -1.510267 2.304059 -2.305302 -0.1 0.0 0.1
H -1.720002 3.693791 -1.221841 0.0 0.0 0.0
H 1.174969 2.412397 -3.394430 0.0 0.0 0.0
H 2.713795 1.668972 -3.872480 0.0 0.0 0.0
H 2.379391 1.997484 -2.163584 0.0 -0.1 0.0
H -0.135659 0.619537 -4.537286 0.0 0.0 0.0
H 0.151979 -1.085193 -4.138826 0.0 0.1 0.0
H 1.355601 -0.176449 -5.073336 0.0 0.0 0.0
H 2.824183 -0.446594 -1.609072 -0.1 0.0 -0.1
H 3.115645 -0.822920 -3.316113 0.0 0.0 0.0
H 1.872818 -1.703076 -2.411996 0.1 0.1 0.0
H 4.230611 0.936331 0.886972 0.0 0.0 0.0
H 4.303769 2.670683 1.256094 0.0 0.0 0.0
H 3.889433 2.129248 -0.380195 0.0 0.0 0.0
H 2.237427 0.374710 2.596691 0.1 0.0 0.0
H 1.149805 1.752645 2.899041 0.1 -0.1 -0.1
H 2.891198 1.923078 3.147145 0.0 0.0 0.0
H 1.871960 3.604833 -0.189746 0.0 0.0 0.1
H 2.102979 3.980564 1.529181 0.0 0.0 -0.1
H 0.598340 3.219312 0.973948 0.1 0.0 0.0
I -5.779869 -1.549930 3.861047 -0.3 -0.1 0.0
C -3.800360 -1.079546 3.522629 0.2 -0.1 -0.1
C -3.188339 -0.036610 4.192077 0.0 0.1 0.1
C -1.862035 0.229208 3.912134 0.1 0.0 0.0
C -1.204288 -0.555293 2.985272 0.2 0.0 -0.1
N -1.785574 -1.577541 2.347980 -0.3 0.4 0.4
C -3.074098 -1.827302 2.610865 0.2 0.0 -0.1
H -3.736515 0.558541 4.911645 0.0 0.0 0.0
H -1.334272 1.040108 4.395516 0.0 0.0 0.0
H -0.171258 -0.355473 2.734808 0.0 -0.1 0.0
H -3.515610 -2.647789 2.062350 0.0 0.0 0.0